C5H41N2O14 | wB97M-V/def2-TZVPD

Last column: Mulliken charge in e.
Cartesian coordinates (Å):
N -0.832 -2.037 1.145  0.09
C -1.124 -0.475 0.965  1.19
C -0.698 -0.042 -0.485  -0.06
C -0.391 -1.110 -1.612  -0.13
O -1.774 0.773 -0.885  -0.62
C -0.212 0.225 2.018  -2.27
N -0.977 1.127 2.927  -0.31
C -0.044 1.815 3.920  -0.86
H 0.175 -2.085 1.330  0.38
H -0.991 -2.675 0.266  0.04
H -1.396 -2.372 1.838  0.44
H -2.238 -0.306 1.198  0.10
H 0.194 0.497 -0.381  0.37
H 0.134 -2.045 -1.185  -0.78
H 0.194 -0.520 -2.334  0.08
H -1.225 -1.520 -2.128  0.44
H -2.603 0.262 -1.045  0.35
H 0.551 0.761 1.426  1.02
H 0.592 -0.282 2.514  0.63
H -1.430 1.840 2.341  0.18
H -0.180 1.250 4.895  0.27
H 1.002 1.708 3.747  0.28
H -0.179 2.870 3.864  0.39
H -5.064 1.627 1.455  0.28
H -4.463 3.010 1.167  0.30
O -4.217 2.106 1.442  -0.55
H -3.296 -3.228 -0.466  0.28
H -4.183 -2.179 0.038  0.29
O -3.462 -2.280 -0.557  -0.56
H -2.862 -1.437 4.851  0.28
H -1.854 -0.228 4.497  0.32
O -2.007 -1.177 4.590  -0.64
H 0.038 2.059 -3.706  0.28
H -0.832 2.540 -2.673  0.27
O 0.078 2.274 -2.770  -0.52
H 0.015 -3.838 -1.822  0.26
H -1.174 -4.874 -1.939  0.29
O -0.731 -4.231 -1.413  -0.57
H 3.035 4.758 1.060  0.28
H 1.822 4.282 0.208  0.31
O 2.493 3.978 0.830  -0.58
H 1.853 -2.667 0.094  0.23
H 2.869 -2.221 0.974  0.35
O 1.865 -2.394 1.007  -0.76
H 1.722 1.097 -4.407  0.32
H 2.250 -2.911 -2.939  0.34
O 1.337 -2.831 -3.355  -0.64
H 3.172 1.949 -1.710  0.27
H 4.695 1.348 -1.810  0.29
O 3.729 1.138 -1.735  -0.61
H 0.490 0.907 -5.440  0.27
H 3.395 -0.563 -0.989  0.38
O 0.945 0.660 -4.670  -0.62
H 1.311 -1.925 -3.645  0.28
H 4.119 -0.783 -2.247  0.32
O 4.032 -1.163 -1.372  -0.66
H 2.600 -0.031 2.346  0.29
H 3.109 1.140 1.297  0.20
O 2.494 0.434 1.481  -0.43
H -1.211 3.617 -0.397  0.25
H -1.619 2.163 -0.130  0.36
O -1.621 3.062 0.249  -0.69

ΔE to the lowest compared entry with this formula, charge and spin   605.5 kJ/mol
Orbital gap   0.3259 hartree
Net charge   +1